Record 1
Entry from OMol25: a 7-piece molecular cluster, C35H71BrI2N4O25PS6 overall (wB97M-V/def2-TZVPD).

Cartesian coordinates (Å):
C -0.816 -2.454 0.856
C -0.374 -3.252 -0.369
C -1.542 -3.638 -1.299
C -1.683 -2.739 -2.523
C -0.779 -3.119 -3.706
C -1.093 -2.236 -4.931
C 0.130 -1.629 -5.638
C 1.177 -0.980 -4.701
C 1.556 0.479 -5.065
C 1.858 1.441 -3.870
P 0.131 2.166 -3.485
N -0.799 0.754 -3.350
O -0.292 2.733 -4.979
C 2.606 0.815 -2.625
C 3.744 -0.198 -3.131
C 4.114 -1.406 -2.248
C 3.303 -2.670 -2.559
I 3.665 -4.216 -1.161
C 1.895 0.175 -1.409
C 0.624 0.591 -0.634
C 0.086 1.980 -0.227
I 1.169 3.808 -0.376
C 3.533 1.909 -2.181
C 4.416 1.807 -0.954
N 3.741 1.929 0.333
N 3.604 2.885 -3.027
C 4.518 4.042 -2.756
N 4.622 5.008 -3.805
C 2.823 2.616 -4.248
Br 4.324 2.008 -5.523
C 2.296 3.829 -5.026
C 1.645 4.944 -4.190
H -0.011 -2.475 1.598
H -1.692 -2.883 1.328
H -0.981 -1.398 0.635
H 0.433 -2.745 -0.913
H 0.065 -4.182 0.007
H -2.458 -3.526 -0.712
H -1.506 -4.695 -1.572
H -2.720 -2.809 -2.871
H -1.536 -1.689 -2.251
H 0.249 -2.981 -3.360
H -0.971 -4.170 -3.917
H -1.835 -1.485 -4.653
H -1.595 -2.870 -5.666
H -0.230 -0.873 -6.344
H 0.581 -2.415 -6.244
H 0.791 -1.027 -3.684
H 2.061 -1.612 -4.732
H 2.424 0.405 -5.717
H 0.755 0.881 -5.685
H -1.021 0.344 -4.255
H -1.681 0.987 -2.906
H -1.164 3.142 -4.905
H 4.674 0.349 -3.295
H 3.512 -0.590 -4.115
H 4.158 -1.214 -1.177
H 5.140 -1.671 -2.519
H 3.664 -3.056 -3.511
H 2.239 -2.500 -2.685
H 1.678 -0.852 -1.709
H 2.664 0.047 -0.655
H -0.224 0.077 -1.083
H 0.731 0.042 0.304
H -0.242 1.938 0.809
H -0.824 2.201 -0.778
H 4.817 0.792 -0.991
H 5.290 2.456 -1.026
H 3.660 2.898 0.611
H 4.270 1.434 1.040
H 4.221 4.462 -1.790
H 5.508 3.616 -2.602
H 5.587 5.260 -3.958
H 4.079 5.836 -3.614
H 3.151 4.283 -5.508
H 1.665 3.478 -5.837
H 2.002 5.917 -4.526
H 1.926 4.858 -3.139
H 0.560 4.941 -4.221
C 5.653 6.660 0.276
C 6.125 7.485 1.456
O 5.240 7.102 2.518
S 4.826 5.577 2.375
O 5.652 4.771 3.196
O 3.411 5.484 2.425
O 5.307 5.385 0.846
H 4.757 7.090 -0.179
H 6.423 6.530 -0.480
H 6.052 8.554 1.283
H 7.146 7.229 1.745
C 2.476 -5.601 3.403
C 2.505 -4.368 2.523
O 1.257 -3.719 2.793
S 0.833 -3.958 4.318
O 1.219 -2.835 5.095
O -0.498 -4.445 4.333
O 1.854 -5.151 4.615
H 1.859 -6.390 2.971
H 3.466 -5.991 3.620
H 2.570 -4.590 1.460
H 3.316 -3.693 2.805
C -5.502 -2.405 4.406
C -4.223 -3.211 4.416
O -4.229 -3.908 3.158
S -4.931 -2.999 2.057
O -3.928 -2.314 1.311
O -5.941 -3.736 1.389
O -5.615 -1.950 3.048
H -6.370 -3.023 4.640
H -5.466 -1.554 5.082
H -4.174 -3.929 5.229
H -3.347 -2.561 4.451
C -2.790 -8.001 0.257
C -3.149 -9.132 1.200
O -3.967 -8.506 2.194
S -4.825 -7.326 1.535
O -6.122 -7.803 1.219
O -4.630 -6.153 2.306
O -3.985 -7.217 0.175
H -1.992 -7.376 0.665
H -2.511 -8.350 -0.733
H -2.281 -9.585 1.670
H -3.737 -9.903 0.698
C -7.957 1.784 7.140
C -8.405 0.349 6.949
O -7.190 -0.410 7.061
S -6.204 0.297 8.107
O -6.340 -0.329 9.371
O -4.941 0.447 7.476
O -6.947 1.705 8.158
H -7.504 2.189 6.234
H -8.759 2.438 7.470
H -8.863 0.172 5.980
H -9.086 0.030 7.740
C -1.131 6.128 1.597
C -1.577 5.020 2.527
O -2.305 5.703 3.554
S -3.053 6.978 2.942
O -4.399 6.643 2.646
O -2.728 8.106 3.735
O -2.240 7.035 1.563
H -0.263 6.656 1.997
H -0.910 5.773 0.596
H -0.746 4.471 2.962
H -2.255 4.323 2.027

charge = +1
2S+1 = 1
highest occupied orbital energy = -0.411 hartree

Record 2
Entry from OMol25: one molecule with the formula C2H4N2OS2 (wB97M-V/def2-TZVPD).

Cartesian coordinates (Å):
O -2.103 1.443 -0.996
N -1.167 0.475 -1.254
C -0.396 0.143 -0.144
N -0.737 0.088 1.072
S 0.592 -0.247 2.140
C 1.716 -0.928 0.882
S 1.327 -0.178 -0.766
H -3.013 1.023 -0.977
H -0.669 0.791 -2.054
H 2.735 -0.609 1.199
H 1.714 -2.001 0.897

charge = 0
ΔE to the lowest compared entry with this formula, charge and spin = 2.483 eV
2S+1 = 1
highest occupied orbital energy = -0.307 hartree
structure (SMILES) = ONC1=NSCS1

Record 3
Entry from OMol25: C26H18F12NO4ReSTe as an isolated structure (wB97M-V/def2-TZVPD).

Cartesian coordinates (Å):
Re 0.594 -0.134 0.739
C -2.843 -1.665 -5.214
C -2.387 -1.178 -3.876
C -3.277 -0.643 -2.953
C -2.843 -0.198 -1.720
C -1.501 -0.287 -1.338
N -1.114 0.018 -0.002
C -2.039 0.665 0.880
C -3.282 0.105 1.160
C -4.214 0.812 1.895
C -3.938 2.104 2.339
C -4.954 2.900 3.096
C -2.658 2.611 2.131
C -1.671 1.896 1.457
C -0.235 2.385 1.621
O 0.772 1.681 0.880
C 0.187 2.002 3.071
F 0.137 0.587 3.047
F 1.425 2.328 3.354
F -0.615 2.387 4.028
C -0.020 3.895 1.308
F -0.708 4.222 0.220
F 1.260 4.147 1.108
F -0.447 4.638 2.333
C -0.564 -0.712 -2.319
C -1.034 -1.165 -3.545
C 0.919 -0.436 -2.165
O 1.410 -0.581 -0.848
C 1.849 -1.383 -2.987
F 3.101 -1.270 -2.580
F 1.805 -1.142 -4.290
F 1.459 -2.659 -2.778
C 1.179 1.048 -2.592
F 0.417 1.856 -1.833
F 0.846 1.235 -3.858
F 2.447 1.383 -2.409
H -3.808 -2.164 -5.143
H -2.123 -2.348 -5.661
H -2.964 -0.817 -5.893
H -4.327 -0.563 -3.203
H -3.565 0.241 -1.055
H -3.518 -0.877 0.775
H -5.179 0.366 2.104
H -5.965 2.623 2.803
H -4.824 3.967 2.927
H -4.856 2.717 4.168
H -2.421 3.574 2.560
H -0.334 -1.482 -4.303
Te -0.345 -3.608 -0.388
C -2.213 -4.287 0.034
C -3.142 -3.745 0.904
C -4.308 -4.522 0.985
C -4.259 -5.623 0.165
S -2.789 -5.753 -0.665
H -2.979 -2.843 1.476
H -5.151 -4.288 1.617
H -5.028 -6.365 0.011
C 1.485 -3.218 3.590
C 0.925 -2.914 2.249
O 0.343 -3.813 1.596
O 1.076 -1.715 1.797
H 1.389 -4.272 3.825
H 0.956 -2.612 4.329
H 2.532 -2.911 3.605

charge = +2
ΔE to the lowest compared entry with this formula, charge and spin = 0.322 eV
2S+1 = 1
highest occupied orbital energy (spin up / spin down) = -0.530 / -0.530 hartree

Record 4
Entry from OMol25: C4H5NO3S as an isolated structure (wB97M-V/def2-TZVPD).

Cartesian coordinates (Å):
C 0.400 2.081 0.715
C 1.652 2.280 1.200
C 1.043 0.088 0.062
C -0.454 -2.000 -0.503
N 0.075 0.915 0.102
O 3.589 0.785 -0.080
O 2.605 0.161 2.113
O 0.847 -1.659 -0.292
S 2.515 0.775 0.825
H -0.360 2.833 0.749
H 2.059 3.184 1.571
H -1.132 -1.481 0.175
H -0.478 -3.017 -0.366
H -0.755 -1.909 -1.566

charge = 0
ΔE to the lowest compared entry with this formula, charge and spin = 4.735 eV
2S+1 = 1
highest occupied orbital energy = -0.375 hartree

Record 5
Entry from OMol25: C4H10N4O as an isolated structure (wB97M-V/def2-TZVPD).

Cartesian coordinates (Å):
C 0.687 0.972 1.887
C 1.313 -0.333 1.196
C -0.283 -1.607 -0.268
C -0.647 0.547 -1.382
H 0.910 1.039 3.499
H 1.297 2.107 1.370
H -0.519 0.756 1.235
H 2.270 -0.918 1.649
H 1.710 -0.118 0.211
H -0.144 -1.826 1.836
H -1.207 -3.114 -0.072
H 0.191 0.716 -3.360
H -1.013 2.132 -2.979
H -1.953 1.636 -1.015
N 0.293 -1.490 0.964
N -1.297 -2.216 -0.757
N -0.241 1.310 -2.556
N -1.502 0.936 -0.478
O 0.135 -0.531 -0.980

charge = 0
ΔE to the lowest compared entry with this formula, charge and spin = 7.732 eV
2S+1 = 1
highest occupied orbital energy = -0.333 hartree

Record 6
Entry from OMol25: a 2-piece molecular cluster, HI3OP overall (wB97M-V/def2-TZVPD).

Cartesian coordinates (Å):
O -1.014 0.818 0.168
P -0.049 1.572 1.098
I -0.465 3.848 0.234
I 3.294 0.911 1.288
I 5.458 0.123 0.026
H -1.323 -0.020 0.076

charge = +1
ΔE to the lowest compared entry with this formula, charge and spin = 1.890 eV
2S+1 = 1
highest occupied orbital energy = -0.468 hartree

What is the 2S+1 in the sixth record?
1

Copy entry 4 word for word.
Entry from OMol25: C4H5NO3S as an isolated structure (wB97M-V/def2-TZVPD).

Cartesian coordinates (Å):
C 0.400 2.081 0.715
C 1.652 2.280 1.200
C 1.043 0.088 0.062
C -0.454 -2.000 -0.503
N 0.075 0.915 0.102
O 3.589 0.785 -0.080
O 2.605 0.161 2.113
O 0.847 -1.659 -0.292
S 2.515 0.775 0.825
H -0.360 2.833 0.749
H 2.059 3.184 1.571
H -1.132 -1.481 0.175
H -0.478 -3.017 -0.366
H -0.755 -1.909 -1.566

charge = 0
ΔE to the lowest compared entry with this formula, charge and spin = 4.735 eV
2S+1 = 1
highest occupied orbital energy = -0.375 hartree

Number 5 is which compound?
C4H10N4O